Entry 1:
Here is C48H41N2O9S4 as an isolated structure from OMol25. Energies are from ωB97M-V with the def2-TZVPD basis set.

highest occupied orbital energy	-6.0	eV
molecular weight	918.1	g mol⁻¹
strongest force on any atom	0.79	eV Å⁻¹
frontier orbital gap	5.9733	eV

```
! wB97M-V def2-TZVPD RIJCOSX def2/J DEFGRID3
* xyz -1 1
C -9.159 -2.856 -1.635
C -7.888 -2.500 -2.429
C -7.472 -3.639 -3.351
O -6.231 -3.412 -3.980
C -5.148 -3.910 -3.222
S -3.659 -3.559 -4.177
O -3.821 -4.252 -5.429
O -3.583 -2.112 -4.233
N -2.424 -4.210 -3.400
S -2.219 -4.116 -1.827
O -3.283 -4.737 -1.058
O -0.880 -4.597 -1.551
C -2.242 -2.372 -1.359
C -0.854 -1.808 -1.081
C -0.093 -1.472 -2.369
S -0.899 -0.079 -3.148
C -0.665 -0.306 -4.846
S 0.161 -1.512 -5.556
N -1.374 0.749 -5.492
C -0.642 1.989 -5.595
C -1.308 3.153 -5.251
C -0.673 4.382 -5.365
C 0.640 4.446 -5.815
C 1.310 3.279 -6.133
C 0.676 2.047 -6.028
C -2.069 0.368 -6.701
C -1.445 0.267 -7.936
C -2.181 -0.096 -9.051
C -3.540 -0.353 -8.939
C -4.158 -0.254 -7.702
C -3.424 0.108 -6.586
H -10.017 -2.265 -1.952
H -9.426 -3.906 -1.786
H -9.019 -2.720 -0.564
H -8.055 -1.606 -3.029
H -7.072 -2.298 -1.733
H -8.219 -3.763 -4.142
H -7.448 -4.574 -2.778
H -5.228 -4.990 -3.087
H -5.080 -3.405 -2.259
H -2.730 -1.832 -2.169
H -2.884 -2.304 -0.480
H -0.262 -2.514 -0.499
H -0.969 -0.912 -0.461
H 0.949 -1.236 -2.145
H -0.120 -2.332 -3.038
H -2.328 3.078 -4.896
H -1.216 5.282 -5.106
H 1.128 5.407 -5.911
H 2.340 3.321 -6.464
H 1.185 1.123 -6.273
H -0.386 0.468 -8.036
H -1.675 -0.190 -10.004
H -4.109 -0.633 -9.816
H -5.217 -0.460 -7.607
H -3.888 0.180 -5.611
C 5.940 0.630 3.066
C 6.114 0.115 4.347
C 5.523 -1.086 4.701
C 4.746 -1.775 3.777
C 4.561 -1.253 2.497
C 5.167 -0.054 2.143
C 3.703 -1.955 1.493
O 3.556 -1.499 0.381
C 3.039 -3.219 1.915
C 2.197 -3.868 1.020
C 1.574 -5.049 1.389
C 1.795 -5.589 2.650
C 2.633 -4.948 3.548
C 3.253 -3.758 3.188
C 4.125 -3.073 4.178
O 4.327 -3.541 5.281
H 6.402 1.569 2.794
H 6.708 0.658 5.072
H 5.650 -1.498 5.693
H 5.017 0.335 1.145
H 2.029 -3.443 0.040
H 0.908 -5.538 0.689
H 1.307 -6.513 2.934
H 2.810 -5.357 4.533
C 3.786 8.269 8.308
C 5.042 7.911 7.831
C 5.248 6.655 7.287
C 4.198 5.747 7.224
C 2.941 6.100 7.717
C 2.738 7.366 8.252
C 1.803 5.134 7.695
O 0.711 5.448 8.118
C 2.061 3.775 7.142
C 1.035 2.838 7.149
C 1.249 1.572 6.630
C 2.489 1.237 6.095
C 3.515 2.166 6.089
C 3.309 3.434 6.616
C 4.439 4.404 6.619
O 5.520 4.116 6.150
H 3.626 9.254 8.726
H 5.862 8.616 7.883
H 6.217 6.365 6.907
H 1.757 7.629 8.621
H 0.074 3.112 7.563
H 0.450 0.844 6.638
H 2.655 0.250 5.683
H 4.480 1.913 5.675
*
```

Atomic partial charges in e from the Löwdin method, atoms 1 to 8: atom 1 (C): -0.107, atom 2 (C): -0.220, atom 3 (C): -0.251, atom 4 (O): -0.163, atom 5 (C): -0.271, atom 6 (S): 0.518, atom 7 (O): -0.320, atom 8 (O): -0.350



Entry 2:
Here is C48H41N5P2S2ScTe as an isolated structure from OMol25. Energies are from ωB97M-V with the def2-TZVPD basis set.

relative energy (zero: lowest compared OMol25 entry of this formula, charge and spin)	6.88	kcal per mole
highest occupied orbital energy	-2.6	eV
molecular weight	986.5	g mol⁻¹
strongest force on any atom	0.42	eV Å⁻¹
frontier orbital gap	4.7693	eV

```
! wB97M-V def2-TZVPD RIJCOSX def2/J DEFGRID3
* xyz -1 1
Sc 1.041 -0.384 -1.218
C -4.140 -2.240 -3.189
S -2.993 -3.201 -2.186
C -1.672 -2.037 -1.995
S -0.381 -2.571 -0.959
N -1.730 -0.920 -2.610
N -0.672 -0.062 -2.371
C -0.919 1.207 -2.867
C -0.032 2.164 -2.518
C -0.127 3.556 -2.892
C 0.818 4.436 -2.515
C 1.935 3.960 -1.730
C 1.985 2.654 -1.380
N 1.047 1.703 -1.714
H -4.997 -2.884 -3.384
H -4.456 -1.349 -2.651
H -3.668 -1.941 -4.123
H -1.789 1.370 -3.489
H -0.990 3.860 -3.474
H 0.743 5.482 -2.787
H 2.724 4.626 -1.409
H 2.806 2.304 -0.765
C -0.363 3.140 1.018
N -0.537 1.808 1.663
P -1.605 0.737 0.762
C -2.545 -0.181 2.042
C -2.751 0.248 3.348
C -3.540 -0.498 4.212
C -4.134 -1.675 3.774
C -3.925 -2.113 2.473
C -3.124 -1.374 1.613
C -2.988 1.836 0.270
C -3.636 1.522 -0.921
C -4.758 2.240 -1.319
C -5.228 3.285 -0.539
C -4.583 3.604 0.651
C -3.477 2.877 1.058
P 0.984 0.931 1.685
C 2.033 2.023 2.710
C 3.414 1.901 2.589
C 4.256 2.677 3.376
C 3.727 3.590 4.275
C 2.348 3.731 4.385
C 1.505 2.952 3.607
C 0.596 -0.384 2.903
C 0.455 -0.171 4.275
C 0.049 -1.203 5.104
C -0.235 -2.458 4.570
C -0.076 -2.683 3.214
C 0.357 -1.652 2.390
H -0.802 3.918 1.646
H -0.820 3.188 0.029
H 0.692 3.373 0.877
H -2.274 1.161 3.688
H -3.690 -0.164 5.232
H -4.750 -2.256 4.450
H -4.370 -3.038 2.129
H -2.928 -1.733 0.606
H -3.252 0.718 -1.540
H -5.254 1.987 -2.248
H -6.095 3.853 -0.855
H -4.951 4.418 1.265
H -2.990 3.114 1.997
H 3.829 1.210 1.862
H 5.329 2.573 3.273
H 4.384 4.201 4.882
H 1.929 4.451 5.078
H 0.430 3.063 3.685
H 0.655 0.806 4.696
H -0.064 -1.028 6.167
H -0.579 -3.255 5.218
H -0.292 -3.652 2.782
H 0.481 -1.832 1.327
C 3.154 -3.447 1.977
C 2.551 -4.433 1.200
C 2.389 -4.218 -0.152
C 2.814 -3.028 -0.756
C 3.411 -2.018 0.023
C 3.565 -2.264 1.397
C 2.663 -2.907 -2.229
C 3.021 -3.996 -3.057
C 2.862 -3.901 -4.404
C 2.371 -2.703 -4.967
C 2.196 -2.518 -6.357
C 1.743 -1.325 -6.841
C 1.455 -0.264 -5.955
C 1.607 -0.414 -4.607
C 2.058 -1.649 -4.082
N 2.190 -1.787 -2.730
H 3.280 -3.596 3.043
H 2.197 -5.351 1.652
H 1.886 -4.961 -0.761
H 4.018 -1.496 2.012
H 3.425 -4.889 -2.599
H 3.120 -4.728 -5.056
H 2.431 -3.338 -7.026
H 1.607 -1.188 -7.907
H 1.105 0.683 -6.346
H 1.384 0.403 -3.932
Te 4.128 -0.186 -0.748
*
```

Atomic partial charges in e from the Löwdin method, atoms 1 to 8: atom 1 (Sc): 0.549, atom 2 (C): -0.431, atom 3 (S): 0.774, atom 4 (C): -1.143, atom 5 (S): 0.584, atom 6 (N): -0.089, atom 7 (N): -0.235, atom 8 (C): -0.197



Entry 3:
Here is C48H42BN12PtS3 as an isolated structure in a non-equilibrium geometry from OMol25. Energies are from ωB97M-V with the def2-TZVPD basis set.

relative energy (zero: lowest compared OMol25 entry of this formula, charge and spin)	17.08	kcal per mole
highest occupied orbital energy (alpha / beta)	-12.9 / -12.9	eV
molecular weight	1089.0	g mol⁻¹
strongest force on any atom	1.01	eV Å⁻¹
frontier orbital gap (alpha / beta)	8.1907 / 7.2691	eV

```
! wB97M-V def2-TZVPD RIJCOSX def2/J DEFGRID3
* xyz 2 2
Pt -1.665 0.229 0.882
C -3.160 4.241 1.435
C -2.227 3.349 0.906
N -2.417 2.145 1.442
N -3.437 2.230 2.306
C -3.907 3.488 2.318
B -3.915 0.984 3.100
N -2.662 0.364 3.773
C -2.328 0.188 5.060
C -1.037 -0.304 5.112
C -0.633 -0.393 3.783
N -1.634 -0.014 2.992
N -4.407 -0.046 2.046
C -5.470 -0.859 1.974
C -5.412 -1.583 0.800
C -4.236 -1.169 0.193
N -3.636 -0.251 0.947
N -4.918 1.439 4.126
C -6.263 1.283 4.278
C -6.653 2.007 5.369
C -5.462 2.596 5.840
N -4.426 2.263 5.096
H -3.270 5.287 1.211
H -1.451 3.511 0.179
H -4.732 3.770 2.948
H -3.017 0.422 5.851
H -0.469 -0.551 5.992
H 0.306 -0.709 3.361
H -6.206 -0.887 2.756
H -6.126 -2.303 0.441
H -3.790 -1.458 -0.742
H -6.865 0.707 3.599
H -7.646 2.107 5.772
H -5.324 3.253 6.684
N 0.290 0.457 0.894
S 1.440 1.178 0.351
N 2.579 0.174 -0.242
S 2.299 -0.506 -1.608
N 0.849 -0.734 -2.070
S -0.382 -1.594 -1.438
N -1.490 -0.832 -0.810
C -1.011 -2.365 -2.897
C -2.194 -3.080 -2.748
C -2.730 -3.721 -3.851
C -2.087 -3.644 -5.081
C -0.909 -2.923 -5.215
C -0.360 -2.274 -4.118
C 0.356 -2.960 -0.549
C 0.784 -4.077 -1.265
C 1.376 -5.125 -0.579
C 1.535 -5.057 0.798
C 1.097 -3.943 1.499
C 0.499 -2.885 0.830
C 3.286 -1.959 -1.565
C 3.862 -2.392 -0.381
C 4.617 -3.555 -0.408
C 4.781 -4.255 -1.594
C 4.195 -3.802 -2.773
C 3.441 -2.644 -2.767
C 2.980 0.469 -2.911
C 4.304 0.865 -2.748
C 4.877 1.666 -3.717
C 4.128 2.063 -4.821
C 2.810 1.657 -4.966
C 2.218 0.848 -4.005
C 1.163 2.383 -0.925
C -0.019 2.305 -1.647
C -0.232 3.212 -2.676
C 0.728 4.170 -2.968
C 1.919 4.221 -2.250
C 2.147 3.323 -1.221
C 2.372 2.015 1.591
C 1.844 3.211 2.066
C 2.463 3.827 3.141
C 3.576 3.241 3.733
C 4.079 2.039 3.255
C 3.476 1.412 2.174
H -2.671 -3.141 -1.779
H -3.652 -4.278 -3.753
H -2.509 -4.146 -5.941
H -0.417 -2.862 -6.176
H 0.546 -1.696 -4.210
H 0.648 -4.141 -2.336
H 1.698 -6.003 -1.124
H 1.990 -5.884 1.328
H 1.206 -3.900 2.575
H 0.141 -2.021 1.365
H 3.715 -1.832 0.530
H 5.082 -3.912 0.501
H 5.379 -5.157 -1.607
H 4.339 -4.346 -3.697
H 2.992 -2.270 -3.680
H 4.869 0.550 -1.878
H 5.906 1.982 -3.615
H 4.580 2.694 -5.575
H 2.237 1.968 -5.829
H 1.189 0.527 -4.091
H -0.751 1.543 -1.415
H -1.150 3.171 -3.249
H 0.550 4.886 -3.759
H 2.667 4.965 -2.487
H 3.067 3.354 -0.653
H 0.964 3.648 1.610
H 2.077 4.765 3.516
H 4.049 3.723 4.577
H 4.946 1.590 3.721
H 3.854 0.477 1.786
*
```

Atomic partial charges in e from the Löwdin method, atoms 1 to 8: atom 1 (Pt): 1.362, atom 2 (C): -0.020, atom 3 (C): -0.109, atom 4 (N): -0.097, atom 5 (N): 0.025, atom 6 (C): -0.026, atom 7 (B): -0.634, atom 8 (N): 0.031



Entry 4:
Here is C48H42N12O11S2Ti as an isolated structure from OMol25. Energies are from ωB97M-V with the def2-TZVPD basis set.

relative energy (zero: lowest compared OMol25 entry of this formula, charge and spin)	32.83	kcal per mole
highest occupied orbital energy (alpha / beta)	-2.1 / -2.8	eV
molecular weight	1074.9	g mol⁻¹
strongest force on any atom	0.61	eV Å⁻¹
frontier orbital gap (alpha / beta)	5.5326 / 6.3047	eV

```
! wB97M-V def2-TZVPD RIJCOSX def2/J DEFGRID3
* xyz -2 3
Ti -0.797 0.222 -0.138
S -2.303 3.226 1.029
C -1.304 3.902 -0.293
N -1.626 5.157 -0.513
N -0.933 5.775 -1.546
C -0.985 5.379 -2.872
C -0.296 6.130 -3.830
C -0.336 5.774 -5.168
C -1.059 4.665 -5.586
C -1.751 3.924 -4.635
C -1.722 4.268 -3.295
N -0.283 3.332 -0.948
N -0.045 2.040 -1.133
C 1.325 1.963 -1.553
C 2.298 2.478 -0.692
C 3.624 2.532 -1.085
C 3.996 2.071 -2.344
C 3.031 1.551 -3.192
C 1.699 1.487 -2.801
H -0.940 6.770 -1.411
H 0.299 6.977 -3.506
H 0.219 6.366 -5.887
H -1.077 4.378 -6.629
H -2.333 3.060 -4.935
H -2.274 3.682 -2.578
H 1.974 2.854 0.272
H 4.369 2.938 -0.410
H 5.032 2.115 -2.660
H 3.310 1.190 -4.175
H 0.951 1.093 -3.473
C -0.265 4.427 3.089
O 0.083 3.325 2.285
C -0.943 2.388 2.014
O -0.382 1.381 1.357
N -1.506 1.927 3.287
N -2.319 0.751 3.035
H 0.594 5.096 3.084
H -0.467 4.124 4.123
H -1.129 4.960 2.681
H -2.147 2.642 3.620
H -2.926 0.644 3.841
H -1.676 -0.039 3.081
S 6.242 -3.998 -0.463
C 5.004 -2.893 -1.092
C 4.695 -1.726 -0.418
C 3.589 -0.999 -0.842
N 2.823 -1.370 -1.858
C 3.179 -2.447 -2.548
C 4.258 -3.248 -2.205
C 5.283 -4.943 0.676
C 3.987 -4.642 1.078
C 3.385 -5.471 2.014
N 3.957 -6.543 2.562
C 5.199 -6.814 2.161
C 5.898 -6.063 1.236
H 5.254 -1.425 0.458
H 3.271 -0.112 -0.309
H 2.527 -2.723 -3.371
H 4.483 -4.152 -2.757
H 3.435 -3.790 0.700
H 2.375 -5.243 2.339
H 5.667 -7.687 2.605
H 6.903 -6.350 0.950
N -1.064 -3.009 -6.977
C -0.995 -2.502 -5.945
C -0.903 -1.871 -4.659
C -0.309 -2.545 -3.593
C -0.209 -1.927 -2.355
C -0.700 -0.637 -2.142
C -1.312 0.010 -3.222
C -1.409 -0.583 -4.469
H 0.071 -3.550 -3.744
H 0.285 -2.456 -1.548
H -1.714 1.006 -3.082
H -1.877 -0.065 -5.298
O -8.642 0.348 0.836
N -7.717 -0.327 1.260
O -7.853 -1.198 2.104
C -6.382 -0.075 0.741
C -5.320 -0.849 1.195
C -4.046 -0.608 0.707
C -3.794 0.436 -0.241
O -2.605 0.748 -0.604
C -4.934 1.142 -0.686
C -6.209 0.921 -0.191
N -4.817 2.165 -1.716
O -5.620 3.085 -1.694
O -3.960 2.033 -2.567
N -3.009 -1.377 1.203
O -1.775 -1.284 0.726
O -3.209 -2.183 2.144
H -5.464 -1.626 1.927
H -7.036 1.517 -0.541
C -0.347 -1.542 6.645
C 0.073 -1.666 5.204
C -0.348 -2.736 4.428
C 0.028 -2.867 3.094
C -0.468 -4.045 2.300
C 0.822 -1.869 2.524
C 1.296 -0.802 3.296
C 2.223 0.238 2.724
C 0.914 -0.722 4.629
C 1.109 -1.910 1.042
O 1.659 -2.860 0.512
O 0.707 -0.840 0.416
H -1.271 -2.090 6.832
H -0.509 -0.498 6.917
H 0.418 -1.943 7.316
H -1.003 -3.485 4.861
H -1.279 -3.730 1.643
H -0.858 -4.811 2.972
H 0.323 -4.471 1.686
H 1.688 0.889 2.034
H 3.053 -0.234 2.190
H 2.638 0.852 3.524
H 1.264 0.116 5.222
*
```

Atomic partial charges in e from the Löwdin method, atoms 1 to 8: atom 1 (Ti): 1.171, atom 2 (S): 1.021, atom 3 (C): -0.660, atom 4 (N): -0.012, atom 5 (N): -0.025, atom 6 (C): -0.261, atom 7 (C): -0.056, atom 8 (C): -0.128